Molecular formula: C46H138N15O13P5S8
Method: DFT, ωB97M-V with the def2-TZVPD basis set

Calculated values
Net charge: 0
Frontier orbital gap, eV: 7.48
Multiplicity: 1
E_LUMO, Ha: -0.0050
Electronic energy, a.u.: -8526.96334
HOMO energy, Eh: -0.280
Max |F|, eV/A: 4.50

```
225
C46H138N15O13P5S8 | the Open Molecules 2025 dataset | ωB97M-V with the def2-TZVPD basis set
S 1.4109 -3.6776 -4.2349
S -0.1859 0.1847 -1.1164
S -3.3529 1.0430 -3.2717
S 0.7161 2.9389 -6.6116
S 3.1080 -4.9950 1.2956
S -4.1813 -4.0615 -5.3324
S -2.4311 -4.8085 3.7594
S -0.8305 -6.8219 -0.5285
P 5.4241 0.0446 -1.2724
P 5.0238 2.8608 4.2685
P 0.2266 6.3069 -2.1886
P -6.6888 -4.6700 0.8256
P -1.8462 1.7540 3.2128
O -4.7153 1.6532 -3.2646
O 1.1594 6.9364 -3.1503
O 0.3533 0.4216 -2.5498
O -3.3257 -4.2136 4.8626
O -0.7914 3.0726 -6.5209
O 6.5068 2.7131 4.1097
O -4.9818 -3.3424 -4.2482
O -0.3689 1.4444 3.2150
O 1.6547 -5.2876 1.5836
O -7.8365 -5.4446 0.2651
O 1.3007 -3.8119 -2.7244
O 4.5801 -0.4252 -0.1550
O -2.1169 -7.3721 -1.1386
N -2.6720 1.6770 1.6974
N -5.8601 -3.5623 -0.2113
N -0.7157 7.4922 -1.3253
N 4.4825 1.1167 -2.2481
N -7.2272 -3.6005 2.1214
N -5.4953 -5.6542 1.5260
N 4.5639 3.5466 5.7852
N -2.1534 3.3361 3.7286
N -2.8197 0.7489 4.2797
N 1.0348 5.4582 -0.9216
N 6.8139 0.9090 -0.7699
N 4.3464 3.9575 3.2123
N 6.0974 -1.1944 -2.2184
N 4.0620 1.4251 4.0324
N -1.0229 5.3105 -2.9145
C -0.2954 8.8640 -1.2992
C 4.6828 5.0060 6.0705
C -1.1267 -3.5362 3.2821
C -0.7829 -7.4190 1.2419
C -4.7248 -2.7477 0.2425
C -5.9819 -6.7092 2.4620
C 3.3174 -5.4430 -0.5307
C -6.3938 -3.0391 3.1079
C 1.1348 0.7193 0.1438
C 0.3470 5.0220 0.3400
C 5.2274 4.4877 2.1406
C -2.3569 2.5979 0.6069
C -2.2486 0.0503 5.4374
C 3.2113 -3.5231 -4.4754
C -0.2241 -1.6243 -0.8345
C -5.1172 -5.6406 -5.4385
C -1.1877 4.0892 4.4387
C -1.9675 7.1777 -0.5630
C 7.7205 0.3324 0.2537
C -1.2021 3.8859 -2.5411
C 1.1298 1.3660 -5.7694
C 3.2456 -3.1562 1.1239
C -1.1365 -5.0087 -0.0865
C 6.8852 -0.9061 -3.4104
C -1.2870 -5.9824 4.5343
C -2.9956 0.3487 1.0833
C -1.4451 5.7273 -4.3137
C -4.2448 0.5545 4.0189
C 0.9512 -1.9133 -4.5760
C -3.4743 4.0229 3.5588
C -2.8622 1.2767 -5.0814
C 1.5152 4.0666 -5.4634
C 2.4609 5.5012 -0.8395
C 2.6659 1.2909 4.5988
C -4.5830 -6.3044 0.5684
C 3.5863 0.5777 -3.2112
C 2.8728 4.2577 3.1482
C -2.7187 -4.7676 -4.4052
C -8.5437 -2.9954 1.9840
C -3.5293 -0.7227 -3.0013
C -6.2786 -3.2358 -1.5346
C 6.1160 -2.6276 -1.8135
C 4.3762 2.4980 -1.9834
C 4.3196 0.7780 2.7119
C 7.5379 1.8364 -1.6817
C 4.7699 2.7385 6.9738
H -1.3383 6.8119 -4.3019
H 2.1263 0.9438 -5.8994
H 0.7629 -2.0853 -0.8709
H -1.3471 4.1890 5.5123
H -2.1894 -0.2637 0.6795
H 4.4281 3.1043 -2.8877
H 8.0237 0.8733 1.1501
H 6.8567 -2.7203 -1.0192
H -0.3402 -3.8644 2.6026
H -3.6037 0.4408 0.1834
H 3.5786 -2.7229 -3.8328
H 0.2632 9.0203 -0.3763
H -4.3960 -0.4000 3.5149
H 0.8075 4.0908 0.6700
H -3.8527 -1.0142 -2.0021
H 3.7094 -4.4685 -4.2603
H 8.0666 1.2116 -2.4015
H 2.4577 4.4589 4.1358
H -1.3644 2.4129 0.1962
H -6.9561 -2.7320 3.9897
H -1.1608 0.0084 5.3833
H 2.2278 3.5178 2.6742
H 7.3359 -0.6296 0.5925
H -1.7532 -7.5336 1.7253
H -8.8713 -2.5014 2.8987
H -2.0864 7.8246 0.3062
H 4.0514 1.4097 1.8651
H -6.5333 -7.4653 1.9031
H -0.1109 -1.8030 -4.3571
H 4.6429 1.6674 6.8171
H 2.0546 2.1327 4.2733
H -3.8759 4.4873 4.4595
H 1.0043 3.8281 -4.5305
H -0.4642 -6.2687 3.8792
H -8.5813 -2.3358 1.1170
H -3.0180 -5.4916 -3.6474
H -0.7165 4.7959 0.2623
H -3.5591 -0.3594 1.6908
H -1.9923 3.4259 -3.1344
H 2.1690 0.3535 4.3486
H -1.8556 0.9462 -5.3376
H 0.0375 -6.8722 1.7067
H -2.0879 6.1556 -0.2038
H 5.6406 5.4199 2.5258
H -1.2728 5.0665 3.9636
H 5.7421 3.0218 7.3771
H -0.2757 3.3138 -2.4900
H -6.3281 -4.1708 -2.0926
H -2.4551 5.4689 -4.6320
H 2.9277 5.4833 -1.8243
H 1.2142 1.8055 0.1880
H 4.0023 2.9788 7.7093
H 6.8563 -1.6599 -4.1971
H -2.8243 2.3135 -5.4159
H -3.0760 2.4594 -0.2004
H -4.1447 -1.1878 -3.7714
H -0.8256 -2.1474 -1.5779
H -0.1737 -4.5305 0.0936
H -1.6291 -2.6599 2.8723
H -5.0136 -1.6981 0.2977
H 3.6036 1.1269 -4.1526
H -9.2128 -3.8512 1.8944
H -4.1216 3.3538 2.9920
H 1.4504 -1.1661 -3.9591
H -3.9175 -2.8731 -0.4790
H -4.5789 1.3542 3.3578
H -4.2866 -3.0404 1.1966
H 3.9925 -0.3834 -3.5266
H 5.1846 5.5245 5.2535
H -1.9874 -4.9644 0.5933
H 2.6436 -2.7656 0.3035
H -2.4968 3.6525 0.8442
H 0.7246 0.3437 1.0812
H 2.5721 0.5478 -2.8131
H 0.7527 1.3305 -4.7474
H -3.8029 -6.9049 1.0364
H 5.1082 2.8728 -1.2680
H -5.8224 -2.2097 2.6911
H 2.9068 4.7865 -0.1477
H 5.3131 0.3878 2.4906
H -1.1352 9.5580 -1.2650
H 2.0476 0.1452 -0.0153
H 5.4328 5.0915 6.8568
H 3.6273 -0.0402 2.5136
H -5.2640 -5.9886 -4.4160
H -0.1830 3.7281 4.2190
H -0.6602 -3.1509 4.1888
H 0.2329 9.1999 -2.1915
H -5.2807 -6.8791 -0.0407
H -2.1965 -3.9179 -3.9653
H -0.3887 -8.4190 1.0611
H -4.8370 0.5422 4.9339
H 0.4360 0.5926 -6.0991
H 6.0192 3.7613 1.9575
H 2.7410 5.1761 2.5763
H 2.5463 3.7637 -5.2810
H 2.6131 -4.8168 -1.0784
H -0.7292 5.3988 -5.0671
H -2.5287 -1.1427 -3.1042
H 1.1623 -1.6799 -5.6196
H 7.9478 -0.8529 -3.1733
H 3.3852 2.5352 -1.5310
H 6.8226 2.4792 -2.1947
H 5.2399 -2.9050 -1.2275
H 8.6547 0.1610 -0.2811
H -6.1363 -5.6152 -5.8243
H 4.3175 -5.1480 -0.8480
H -1.4056 -4.5428 -1.0345
H 2.8241 1.2889 5.6772
H -7.2545 -2.7651 -1.4150
H 4.2529 -2.9961 0.7394
H 3.7199 5.4185 6.3719
H -3.5508 0.7005 -5.6994
H -3.3473 4.7970 2.8020
H -2.7439 -0.9129 5.5600
H -6.7346 -6.2386 3.0944
H -5.7295 -3.8618 3.3726
H 6.1768 -3.3978 -2.5824
H -4.4760 -6.4057 -5.8761
H -5.6209 -2.5399 -2.0555
H -1.6031 3.9791 -1.5318
H -0.8998 -5.5433 5.4537
H 2.7487 6.4919 -0.4875
H 3.4279 -3.3943 -5.5358
H -2.4230 0.5717 6.3786
H 3.1508 -2.5877 2.0490
H -2.8511 7.3226 -1.1846
H -4.1252 -5.4581 0.0563
H -1.7997 -6.8547 4.9398
H 3.1857 -6.5079 -0.7226
H -0.5285 -1.8873 0.1786
H 0.4638 5.8703 1.0143
H 6.6886 0.0270 -3.9383
H -5.0673 -7.0761 2.9278
H 8.0955 2.5631 -1.0907
H 1.4596 5.1216 -5.7317
H -2.1425 -5.4401 -5.0408
H 4.6717 4.5238 1.2036
```

Atomic partial charges in e from the Mulliken method, atoms 1 to 99: S 0.36; S -0.12; S 0.99; S 0.18; S 0.16; S 0.36; S 0.90; S 0.42; P -0.33; P 0.34; P 0.14; P 0.41; P -0.20; O -0.78; O -0.97; O 0.38; O -0.69; O -0.49; O -0.88; O -0.49; O -0.40; O -0.51; O -0.87; O -0.47; O -0.39; O -0.64; N 0.74; N 0.49; N 0.38; N 0.52; N 0.17; N 0.65; N 0.25; N 0.45; N 0.48; N 0.60; N 0.61; N 0.56; N 0.93; N 0.37; N 0.49; C -1.22; C -1.00; C -0.64; C -0.60; C -1.16; C -1.17; C -0.40; C -1.05; C -0.52; C 0.76; C -0.86; C -0.66; C -0.95; C -0.67; C -0.10; C -1.02; C -0.91; C -0.79; C -1.17; C -1.09; C -0.71; C -0.30; C 0.43; C -1.35; C -1.16; C -0.40; C -0.89; C -1.25; C -0.12; C -0.99; C -1.14; C -0.46; C -0.74; C -1.40; C -0.96; C -0.93; C -1.13; C -0.57; C -1.04; C 0.25; C -0.96; C -0.91; C -1.21; C -0.81; C -1.15; C -1.22; H 0.37; H 0.51; H -0.23; H 0.22; H 0.19; H 0.18; H 0.29; H 0.35; H 0.09; H 0.30; H -0.22; H 0.33

=====

Molecular formula: C19H28N2O5S
Method: DFT, ωB97M-V with the def2-TZVPD basis set

Calculated values
Net charge: 0
SMILES string: CCOC(=O)c1c(NC(=O)CCN2CCOCC2)sc2c1CC(C)(C)OC2
Frontier orbital gap, eV: 8.56
Multiplicity: 1
E_LUMO, Ha: 0.0204
Electronic energy, a.u.: -1624.72205
HOMO energy, Eh: -0.294
Max |F|, eV/A: 0.79

```
55
C19H28N2O5S | the Open Molecules 2025 dataset | ωB97M-V with the def2-TZVPD basis set
S -0.4716 2.2793 1.0461
O 1.5596 3.1864 -0.1831
O 0.1241 -2.5449 1.8700
O 1.8561 -1.5968 0.7979
O -3.7339 0.8328 2.9633
O 0.5054 2.1887 -3.9061
N 1.8070 1.0208 0.3472
N 2.8832 0.8385 -3.0424
C -4.5775 -1.3120 3.3970
C -4.2452 -0.5735 1.0230
C -3.0153 1.7881 2.2207
C 2.2386 2.1772 -0.2288
C -3.6929 -0.4988 2.4520
C 3.7383 0.9066 -1.8967
C 0.7887 -3.8062 1.8204
C -1.3146 -0.0293 1.8920
C 0.7495 -1.5047 1.3142
C 0.5474 -4.5120 0.4934
C 0.0050 -0.2593 1.3855
C 1.5745 0.2250 -2.9530
C -1.6860 1.2710 1.7845
C 0.4189 1.2353 -2.8700
C 2.9092 1.9266 -3.9976
C 3.5800 2.0900 -0.9025
C 1.7280 2.8919 -3.8247
C -2.2474 -1.0350 2.4852
C 0.5633 0.9139 0.9041
H -2.1877 -1.9774 1.9419
H 1.7105 3.6254 -4.6327
H 1.5419 -0.4551 -2.1009
H 2.3230 0.1385 0.3226
H 3.6364 -0.0394 -1.3586
H 1.7867 3.4164 -2.8601
H 3.7605 3.0377 -1.4117
H 0.3702 -4.3769 2.6520
H -5.1927 -0.0424 0.9662
H -4.5215 -2.3687 3.1519
H 3.8557 2.4615 -3.9158
H 4.7682 0.9596 -2.2711
H -3.5955 2.1202 1.3428
H 4.3412 1.9686 -0.1284
H 1.0126 -5.4932 0.5133
H -1.9532 -1.2274 3.5204
H -0.5193 -4.6274 0.3160
H 0.9803 -3.9339 -0.3195
H -2.8989 2.6494 2.8864
H 2.8394 1.4866 -5.0011
H -4.4108 -1.6117 0.7482
H 1.4343 -0.3613 -3.8717
H -0.5364 0.7239 -3.0045
H -5.6081 -0.9783 3.3162
H 0.4093 1.7531 -1.9022
H 1.8614 -3.6508 1.9761
H -3.5507 -0.1344 0.3109
H -4.2493 -1.1623 4.4216
```

Population analysis type natural (NBO), resulting atomic charges in e: S 0.52; O -0.60; O -0.50; O -0.67; O -0.53; O -0.53; N -0.64; N -0.46; C -0.61; C -0.65; C -0.09; C 0.69; C 0.27; C -0.19; C -0.07; C -0.02; C 0.79; C -0.63; C -0.24; C -0.25; C -0.26; C -0.09; C -0.24; C -0.53; C -0.09; C -0.45; C 0.06; H 0.23; H 0.19; H 0.21; H 0.46; H 0.20; H 0.17; H 0.23; H 0.19; H 0.22; H 0.21; H 0.20; H 0.20; H 0.18; H 0.24; H 0.22; H 0.22; H 0.21; H 0.22; H 0.20; H 0.19; H 0.22; H 0.19; H 0.19; H 0.22; H 0.17; H 0.20; H 0.22; H 0.22

=====

Molecular formula: C4H7NO3
Method: DFT, ωB97M-V with the def2-TZVPD basis set

Calculated values
Net charge: 0
SMILES string: NC(=O)[C@H]1O[C@@H]1CO
Frontier orbital gap, eV: 10.37
Multiplicity: 1
E_LUMO, Ha: 0.0256
Electronic energy, a.u.: -437.01385
HOMO energy, Eh: -0.356
Max |F|, eV/A: 5.08

```
15
C4H7NO3 | the Open Molecules 2025 dataset | ωB97M-V with the def2-TZVPD basis set
O -0.9599 0.0560 0.6153
O 0.6433 -2.1435 -1.8497
O 1.6774 2.0862 1.2009
N -0.6144 2.5673 0.6721
C 0.5231 1.7887 0.9573
C -0.0135 -0.4814 -0.3733
C 0.4138 0.3085 0.8173
C -0.1038 -1.9408 -0.6617
H -1.0893 -2.2116 -0.7441
H -0.6649 3.6167 0.4987
H 0.9291 -0.3251 1.5061
H 0.0756 0.0524 -1.2675
H 0.3840 -2.4944 0.2663
H 0.2524 -2.9068 -2.3481
H -1.4526 2.0275 0.7103
```

Population analysis type natural (NBO), resulting atomic charges in e: O -0.52; O -0.71; O -0.58; N -0.85; C 0.64; C 0.06; C -0.02; C -0.08; H 0.19; H 0.42; H 0.20; H 0.19; H 0.16; H 0.48; H 0.42